DFT (the ωB97M-V functional and the def2-TZVPD basis) results for a cluster of 5 separate species, C33H74N4O14P in total in a non-equilibrium geometry.

Orbital gap ... 7.83 eV
HOMO energy ... -10.5 eV
E_LUMO ... -0.098 Ha
Total energy ... -2915.06636 Ha

Geometry as ORCA input:
```
! RIJCOSX wB97M-V def2-TZVPD def2/J DEFGRID3
* xyz 1 1
C -3.704 -1.057 -4.807
C -2.960 0.319 -4.804
C -1.403 0.215 -4.942
C -0.759 -0.783 -3.902
C 0.541 -0.163 -3.280
C 0.771 -0.556 -1.766
C 1.412 0.691 -1.074
C 1.614 0.562 0.479
C 1.193 1.924 1.144
N 0.626 1.839 2.501
C 1.387 2.183 3.537
C 2.820 2.693 3.596
N 0.675 2.067 4.713
C -0.530 1.644 4.260
N -1.541 1.447 5.161
O -1.203 1.698 6.470
P -3.188 0.975 4.909
O -3.838 0.868 6.220
O -3.950 2.196 4.116
O -3.398 -0.442 4.152
N -0.616 1.456 2.920
C -1.634 0.991 1.982
C -1.460 -0.576 1.732
C -0.624 -1.299 2.825
C -0.698 -2.857 2.648
O 0.529 -3.394 3.189
C 0.664 -4.742 2.956
O 1.714 -5.176 2.645
H -3.466 -1.664 -3.910
H -3.542 -1.630 -5.745
H -4.798 -0.834 -4.764
H -3.286 0.910 -3.919
H -3.328 0.879 -5.699
H -1.193 -0.109 -5.988
H -0.993 1.246 -4.842
H -0.438 -1.668 -4.503
H -1.508 -1.106 -3.151
H 1.435 -0.399 -3.905
H 0.423 0.948 -3.353
H 1.451 -1.439 -1.713
H -0.214 -0.849 -1.330
H 2.422 0.817 -1.535
H 0.826 1.582 -1.388
H 1.150 -0.339 0.920
H 2.713 0.457 0.646
H 0.418 2.415 0.505
H 2.071 2.601 1.083
H 2.806 3.781 3.358
H 3.524 2.171 2.921
H 3.172 2.592 4.645
H -0.965 0.855 6.898
H -3.744 2.993 4.644
H -3.205 -1.141 4.807
H -1.447 1.444 0.981
H -2.674 1.266 2.232
H -0.981 -0.762 0.746
H -2.465 -1.054 1.700
H -0.940 -1.100 3.868
H 0.469 -1.068 2.788
H -1.532 -3.301 3.247
H -0.824 -3.164 1.588
H -0.162 -5.484 3.094
C -4.146 4.254 -2.452
O -2.874 3.625 -2.519
C -1.945 4.361 -3.307
C -0.957 5.110 -2.434
O -1.586 6.161 -1.712
C -1.804 5.823 -0.354
H -4.744 3.729 -1.708
H -4.061 5.303 -2.156
H -4.650 4.184 -3.420
H -2.464 5.044 -3.986
H -1.395 3.635 -3.915
H -0.201 5.573 -3.076
H -0.445 4.422 -1.751
H -0.849 5.795 0.183
H -2.312 4.859 -0.256
H -2.431 6.594 0.093
C 0.054 -9.037 5.140
O 0.138 -9.099 3.726
C 1.362 -8.565 3.227
C 2.321 -9.668 2.821
O 2.789 -10.389 3.954
C 2.156 -11.651 4.097
H -0.823 -9.605 5.451
H 0.938 -9.469 5.615
H -0.068 -7.997 5.465
H 1.824 -7.898 3.960
H 1.112 -7.972 2.341
H 3.198 -9.214 2.349
H 1.856 -10.340 2.093
H 2.499 -12.333 3.312
H 1.068 -11.562 4.058
H 2.439 -12.063 5.065
C -0.788 8.051 3.348
O 0.160 7.352 2.555
C 0.784 8.196 1.588
C 2.188 8.580 2.018
O 2.165 9.441 3.148
C 2.498 8.771 4.353
H -1.098 7.395 4.161
H -0.361 8.961 3.777
H -1.667 8.304 2.748
H 0.179 9.087 1.397
H 0.844 7.623 0.657
H 2.664 9.135 1.204
H 2.791 7.688 2.217
H 3.563 8.517 4.360
H 1.901 7.865 4.488
H 2.296 9.448 5.182
C 0.614 -4.227 -6.179
O 0.995 -2.951 -6.669
C 2.386 -2.699 -6.502
C 3.139 -2.860 -7.808
O 3.165 -4.218 -8.226
C 2.249 -4.484 -9.277
H -0.415 -4.413 -6.487
H 1.248 -5.019 -6.582
H 0.659 -4.238 -5.084
H 2.809 -3.346 -5.727
H 2.483 -1.661 -6.165
H 4.179 -2.554 -7.654
H 2.711 -2.219 -8.585
H 2.597 -4.018 -10.205
H 1.246 -4.122 -9.038
H 2.206 -5.563 -9.423
*
```